Entry 1:
A molecular structure, C32H68BClF3N3NbO12, computed with ωB97M-V with the def2-TZVPD basis set.

Computed properties:
Kohn-Sham gap: 6.71 eV
total charge: -1

Last column: Löwdin charge in e.
CARTESIAN COORDINATES (ANGSTROEM)
C1 5.1958 -1.7854 -0.4744  -0.164
C2 4.4910 -1.3000 -1.8986  -0.239
C3 2.8227 -1.3316 -1.7700  -0.248
C4 2.1211 0.1197 -2.0574  -0.442
C5 1.0901 0.3665 -0.7794  -0.205
Nb1 1.1605 0.3711 -4.1156  1.576
Cl1 -0.5964 -1.2738 -3.4401  0.072
C6 -0.0012 2.1439 -3.2695  -0.323
C7 -1.5111 1.8200 -2.7364  -0.412
C8 -2.8494 1.5442 -3.6481  -0.112
N1 -1.7362 1.8361 -1.3531  0.024
C9 2.4835 -1.1867 -5.1114  -0.310
C10 1.7705 -2.5333 -5.6730  -0.428
O1 0.4574 -2.3878 -6.3012  -0.165
C11 1.6699 -3.7869 -4.6020  -0.236
N2 1.7902 -5.1620 -5.2907  -0.066
B1 2.8181 1.9172 -4.6674  -0.541
N3 2.4711 3.3145 -5.1471  0.032
O2 4.2787 1.5995 -4.5541  -0.090
C12 0.2030 0.8058 -6.1436  -0.352
F1 -1.1277 0.1333 -6.3527  -0.129
F2 -0.0497 2.2551 -6.4204  -0.122
F3 1.0358 0.3518 -7.3209  -0.123
H1 4.9834 -2.9307 -0.2277  0.082
H2 4.9537 -1.0852 0.4311  0.062
H3 6.3765 -1.7146 -0.6338  0.063
H4 4.8912 -0.2641 -2.2861  0.101
H5 4.7429 -2.1636 -2.6770  0.092
H6 2.6339 -1.7522 -0.6680  0.096
H7 2.3241 -2.1093 -2.4873  0.055
H8 2.9823 0.9348 -1.9210  0.080
H9 0.0210 -0.0823 -0.9407  0.031
H10 1.0004 1.5252 -0.5051  0.054
H11 1.4936 -0.1310 0.2289  0.062
H12 -0.1081 3.0691 -4.0176  0.060
H13 0.5997 2.6083 -2.3473  0.058
H14 -3.5404 2.5081 -3.5053  0.076
H15 -2.6614 1.4554 -4.7973  0.064
H16 -3.4689 0.6551 -3.1821  0.077
H17 -2.7395 1.6134 -1.1499  0.007
H18 3.4180 -1.5468 -4.4602  0.065
H19 3.0003 -0.6640 -6.0545  0.057
H20 2.4912 -2.9422 -6.5357  0.138
H21 0.5297 -2.8232 -7.2174  0.119
H22 0.7611 -3.7304 -3.8700  0.092
H23 2.6512 -3.7093 -3.9288  0.107
H24 2.6826 -5.6064 -4.9209  0.061
H25 1.0106 -5.7239 -4.8462  0.060
H26 2.7974 3.5084 -6.1188  0.060
H27 2.7418 4.0592 -4.4677  0.062
H28 4.5865 1.5900 -5.5264  0.097
O3 1.3302 -4.0891 -0.1857  0.063
C13 0.4875 -3.9762 0.7002  -0.499
O4 -0.8245 -3.8689 0.3881  -0.003
C14 -1.8988 -3.9482 1.3436  -0.223
C15 -2.1852 -2.5884 1.9496  -0.065
C16 0.8976 -3.8541 2.1380  0.006
H29 -1.7006 -4.7123 2.1006  0.105
H30 -2.7804 -4.2861 0.7888  0.120
H31 -1.3260 -2.2085 2.5083  0.072
H32 -3.0435 -2.6403 2.6256  0.073
H33 -2.4002 -1.8569 1.1637  0.069
H34 1.0844 -2.8042 2.3739  0.098
H35 1.8217 -4.4236 2.2840  0.091
H36 0.1724 -4.2716 2.8354  0.036
O5 -4.3769 -0.4261 0.9214  0.087
C17 -5.4703 0.0639 0.6527  -0.496
O6 -6.1159 -0.2837 -0.4843  -0.004
C18 -7.4810 0.0625 -0.7849  -0.232
C19 -7.5604 1.4233 -1.4482  -0.068
C20 -6.0684 1.1292 1.5231  0.004
H37 -8.1133 -0.0089 0.1047  0.109
H38 -7.8452 -0.6984 -1.4833  0.123
H39 -7.1981 2.2145 -0.7867  0.067
H40 -8.5908 1.6539 -1.7335  0.079
H41 -6.9329 1.4489 -2.3452  0.086
H42 -5.7063 2.1074 1.1996  0.097
H43 -5.7486 0.9526 2.5556  0.092
H44 -7.1576 1.1192 1.5386  0.068
O7 2.2879 1.4671 1.3196  0.048
C21 3.2561 2.1496 1.6428  -0.484
O8 4.0563 2.6943 0.6977  -0.006
C22 5.0771 3.6753 0.9606  -0.234
C23 6.3863 3.0074 1.3323  -0.069
C24 3.6323 2.3129 3.0857  0.011
H45 4.7471 4.3997 1.7106  0.109
H46 5.2126 4.2361 0.0298  0.123
H47 6.2942 2.4284 2.2549  0.066
H48 7.1750 3.7530 1.4676  0.077
H49 6.6946 2.3073 0.5488  0.086
H50 4.2871 1.4917 3.3849  0.094
H51 2.7180 2.2791 3.6878  0.091
H52 4.1048 3.2689 3.3078  0.070
O9 -0.7202 -4.5578 4.9063  0.083
C25 -1.5628 -4.4449 5.7922  -0.487
O10 -2.8748 -4.3376 5.4800  -0.007
C26 -3.9492 -4.4169 6.4356  -0.230
C27 -4.2356 -3.0571 7.0416  -0.068
C28 -1.1528 -4.3228 7.2300  0.006
H53 -3.7510 -5.1810 7.1926  0.112
H54 -4.8308 -4.7548 5.8807  0.123
H55 -3.3763 -2.6772 7.6003  0.068
H56 -5.0939 -3.1090 7.7175  0.080
H57 -4.4505 -2.3256 6.2556  0.086
H58 -0.9660 -3.2729 7.4659  0.099
H59 -0.2287 -4.8923 7.3760  0.095
H60 -1.8780 -4.7403 7.9274  0.070
O11 0.4483 4.4282 5.4787  0.066
C29 0.0601 4.8067 4.3769  -0.509
O12 0.2804 4.0512 3.2764  -0.011
C30 -0.3140 4.2954 1.9878  -0.214
C31 0.5213 5.2715 1.1829  -0.056
C32 -0.5758 6.1549 4.2089  -0.001
H61 -1.3555 4.6148 2.0856  0.113
H62 -0.3354 3.3305 1.4704  0.125
H63 0.5759 6.2492 1.6685  0.063
H64 0.1018 5.4040 0.1816  0.088
H65 1.5497 4.9074 1.0882  0.075
H66 0.2009 6.9034 4.0379  0.094
H67 -1.1135 6.4013 5.1308  0.090
H68 -1.3147 6.1921 3.4094  0.071


Entry 2:
A molecular structure, C27H44N3OOsP3, computed with ωB97M-V with the def2-TZVPD basis set.

Computed properties:
Kohn-Sham gap (alpha / beta): 6.84 / 4.83 eV
<S²>: 6.067
2S+1: 5
total charge: +4

Last column: Löwdin charge in e.
CARTESIAN COORDINATES (ANGSTROEM)
Os1 0.3880 -0.3382 -1.0133  0.873
P1 0.4982 1.3093 -2.5795  0.736
P2 -1.8393 -0.7640 -1.2720  0.667
P3 2.1814 -0.5196 0.4463  0.701
H1 -1.7433 -4.5839 0.3940  0.055
C1 -1.0069 -4.6006 1.2008  -0.068
C2 -1.0438 -3.8129 2.2871  -0.080
H2 -1.8158 -3.0486 2.4341  0.051
C3 0.1771 0.6484 -4.2634  -0.179
C4 -0.4519 2.8793 -2.5911  -0.205
C5 2.2362 1.8600 -2.6193  -0.193
C6 -2.6943 -1.6962 0.0398  -0.210
C7 -2.8994 0.7218 -1.4363  -0.207
C8 -2.2061 -1.7686 -2.7551  -0.202
C9 1.7473 -1.6577 1.8048  -0.218
C10 2.9872 0.8827 1.3192  -0.216
C11 3.6887 -1.2558 -0.3131  -0.209
H3 -0.2456 -5.3925 1.1200  0.070
H4 -0.3008 -3.8911 3.0847  0.070
H5 1.0666 0.1078 -4.6084  0.052
H6 -0.0507 1.4732 -4.9507  0.088
H7 -0.6741 -0.0433 -4.2454  0.038
H8 0.1803 3.6775 -3.0061  0.083
H9 -0.7392 3.1590 -1.5735  0.031
H10 -1.3521 2.7897 -3.2092  0.065
H11 2.2938 2.8493 -3.0897  0.081
H12 2.8201 1.1360 -3.1989  0.068
H13 2.6400 1.9183 -1.6022  0.031
H14 -3.5955 -2.1764 -0.3672  0.087
H15 -2.9941 -0.9881 0.8234  0.063
H16 -2.0448 -2.4696 0.4676  -0.009
H17 -3.8765 0.4421 -1.8511  0.086
H18 -2.4297 1.4753 -2.0776  0.013
H19 -3.0454 1.1602 -0.4420  0.059
H20 -2.9877 -2.4990 -2.5102  0.074
H21 -1.3165 -2.3207 -3.0783  0.040
H22 -2.5560 -1.1364 -3.5803  0.067
H23 2.5757 -2.3558 1.9787  0.084
H24 0.8386 -2.2287 1.5835  -0.001
H25 1.5749 -1.0652 2.7109  0.063
H26 4.0273 0.6207 1.5645  0.078
H27 2.4514 1.1058 2.2490  0.052
H28 2.9898 1.7762 0.6858  0.033
H29 4.5293 -1.1701 0.3892  0.079
H30 3.9247 -0.7083 -1.2349  0.058
H31 3.5232 -2.3113 -0.5558  0.049
C12 1.6219 -2.6023 -2.7587  -0.346
C13 1.9366 -2.9902 -4.0934  0.062
C14 1.9270 -4.3341 -4.4324  0.021
C15 1.7208 -5.3210 -3.4503  0.055
C16 1.4982 -4.9441 -2.1251  0.005
C17 1.4324 -3.6040 -1.7651  0.001
O1 1.4911 -1.3132 -2.5126  -0.285
H32 -0.4591 0.3847 0.1666  -0.064
H33 2.1220 -2.2035 -4.8295  0.140
H34 2.0846 -4.6000 -5.4770  0.145
H35 1.7449 -6.3745 -3.7376  0.153
H36 1.3762 -5.7004 -1.3497  0.137
H37 1.2144 -3.3225 -0.7283  0.098
N1 -3.9469 4.3258 8.1614  0.335
C18 -3.3528 4.1142 7.1760  -0.036
C19 -2.6158 3.8644 5.9712  -0.127
C20 -2.4211 2.5462 5.5358  0.068
C21 -1.6934 2.2990 4.3723  0.059
C22 -1.1550 3.3884 3.6710  -0.109
C23 -1.3453 4.7076 4.0916  0.075
C24 -2.0890 4.9401 5.2446  0.081
N2 -0.4465 3.1734 2.4779  0.023
C25 0.2558 4.1222 1.7205  0.034
C26 0.6676 3.4817 0.5838  -0.091
N3 0.2091 2.1790 0.6060  -0.006
C27 -0.4147 2.0084 1.7682  -0.132
H38 -2.8369 1.7122 6.1040  0.158
H39 -1.5410 1.2757 4.0249  0.124
H40 -0.9380 5.5345 3.5090  0.135
H41 -2.2574 5.9635 5.5735  0.162
H42 0.3742 5.1410 2.0339  0.134
H43 1.2613 3.8602 -0.2355  0.124
H44 -0.8556 1.0973 2.1442  0.122


Sequential max |F| output: 5.49; 3.52 eV/A
Sequential energy output: -3168.56689; -2407.84560 Ha